(1)
This record from the OMol25 dataset describes one molecule with the formula C5H11NO. The level of theory is the ωB97M-V functional and the def2-TZVPD basis.

CARTESIAN COORDINATES (ANGSTROEM)
C (0.418, -0.839, 2.382)
H (-0.870, -0.871, -1.582)
H (1.779, -0.598, -0.083)
H (-0.170, -0.525, 3.244)
C (0.085, -0.354, -1.462)
C (-0.012, -0.107, 1.106)
C (0.689, -0.720, -0.121)
H (0.324, 0.931, 1.165)
H (0.684, -1.792, 0.035)
O (0.816, 1.917, -1.664)
H (0.477, -1.917, 2.248)
H (1.445, -0.512, 2.589)
N (-1.404, 1.569, -1.591)
H (0.720, -0.670, -2.288)
H (-1.089, -0.120, 0.933)
C (-0.110, 1.134, -1.585)
H (-1.596, 2.531, -1.804)
H (-2.184, 0.943, -1.521)

HOMO	-9.718	eV
electronic energy	-327.1259	Eh
spin multiplicity	1
frontier orbital gap	10.642	eV
LUMO energy	0.924	eV
strongest force on any atom	0.0228	Eh/bohr
SMILES string	CCCCC(N)=O
ΔE to the lowest compared entry with this formula, charge and spin	14.3	kJ/mol

(2)
This record from the OMol25 dataset describes one molecule with the formula C5H11NO. The level of theory is the ωB97M-V functional and the def2-TZVPD basis.

CARTESIAN COORDINATES (ANGSTROEM)
H (-2.143, 2.294, -0.575)
H (0.778, -0.282, 2.058)
O (-2.650, 0.439, -1.250)
C (-0.436, -0.535, 0.265)
C (1.663, 0.431, -0.926)
H (-0.390, 1.562, 0.643)
C (-0.070, -0.884, 1.706)
H (-1.283, -1.151, -0.051)
H (-0.917, -0.711, 2.377)
H (1.368, 0.999, -1.813)
H (0.347, -1.117, -1.671)
N (-0.933, 0.833, 0.204)
H (1.638, 1.128, -0.082)
C (0.744, -0.782, -0.706)
H (0.221, -1.938, 1.782)
H (2.709, 0.142, -1.053)
H (1.321, -1.629, -0.313)
C (-1.969, 1.201, -0.593)

HOMO	-9.703	eV
electronic energy	-327.1172	Eh
spin multiplicity	1
frontier orbital gap	10.579	eV
LUMO energy	0.876	eV
strongest force on any atom	0.0059	Eh/bohr
SMILES string	CC[C@@H](C)NC=O
ΔE to the lowest compared entry with this formula, charge and spin	37.1	kJ/mol

(3)
This record from the OMol25 dataset describes one molecule with the formula C5H11NO. The level of theory is the ωB97M-V functional and the def2-TZVPD basis.

CARTESIAN COORDINATES (ANGSTROEM)
O (-0.484, 2.844, 0.633)
C (-0.647, 1.445, 0.552)
H (-0.390, -1.476, -0.521)
H (0.696, -0.986, 0.657)
H (2.339, -1.953, -1.045)
H (-2.516, 1.209, 1.738)
H (-2.058, -0.221, 0.792)
H (1.504, -0.871, -2.344)
H (0.956, 1.103, -0.972)
C (1.721, -1.047, -1.227)
H (-0.168, 2.014, 2.375)
C (-2.050, 0.884, 0.847)
C (0.088, 0.644, -0.651)
C (0.393, -0.802, -0.304)
H (2.412, -0.279, -0.834)
N (0.214, 1.951, 1.513)
H (-2.635, 1.321, 0.018)
H (-0.788, 0.595, -1.411)

HOMO	-9.599	eV
electronic energy	-326.9793	Eh
spin multiplicity	1
frontier orbital gap	10.625	eV
LUMO energy	1.025	eV
strongest force on any atom	0.1150	Eh/bohr
SMILES string	CCC[C@@]1(C)NO1
ΔE to the lowest compared entry with this formula, charge and spin	399.3	kJ/mol

(4)
This record from the OMol25 dataset describes one molecule with the formula C5H11NO. The level of theory is the ωB97M-V functional and the def2-TZVPD basis.

CARTESIAN COORDINATES (ANGSTROEM)
H (-2.551, 0.987, 0.307)
C (-2.595, 0.047, -0.254)
H (0.058, -1.322, -0.675)
C (-0.283, -0.723, 0.178)
H (-3.630, -0.306, -0.211)
C (0.190, 0.718, -0.013)
H (0.208, -1.156, 1.058)
H (-0.099, 1.084, -1.005)
O (2.154, 2.015, 0.389)
H (2.423, -0.626, -1.196)
C (2.612, -0.248, -0.190)
C (1.692, 0.907, 0.111)
N (-1.722, -0.959, 0.329)
H (3.651, 0.093, -0.135)
H (-2.358, 0.237, -1.305)
H (2.477, -1.038, 0.552)
H (-1.957, -1.075, 1.315)
H (-0.269, 1.364, 0.745)

HOMO	-8.856	eV
electronic energy	-327.0835	Eh
spin multiplicity	1
frontier orbital gap	9.687	eV
LUMO energy	0.831	eV
strongest force on any atom	0.0364	Eh/bohr
SMILES string	CNCCC(C)=O
ΔE to the lowest compared entry with this formula, charge and spin	125.7	kJ/mol

(5)
This record from the OMol25 dataset describes a 2-piece molecular cluster, C5H11NO2 overall. The level of theory is the ωB97M-V functional and the def2-TZVPD basis.

CARTESIAN COORDINATES (ANGSTROEM)
H (-1.544, 1.549, -1.705)
N (-1.673, -0.511, 1.495)
H (-1.972, 0.021, 2.325)
H (0.081, 0.731, 1.549)
C (-0.308, 0.095, -0.467)
H (-1.204, 2.000, -0.077)
O (2.237, 0.436, 1.400)
C (-0.515, -1.209, -1.254)
H (-1.202, -1.784, -0.638)
H (0.325, -1.018, 1.282)
H (0.651, 0.494, -0.725)
O (2.752, -0.567, -0.573)
H (-2.304, 0.680, -0.296)
H (3.961, 0.691, 0.398)
C (2.962, 0.169, 0.419)
H (0.478, -1.658, -1.287)
H (-1.007, -1.089, -2.219)
C (-1.389, 1.124, -0.709)
C (-0.329, -0.153, 1.085)

HOMO (alpha / beta)	-4.191 / -4.202	eV
electronic energy	-402.3256	Eh
net charge	-1
spin multiplicity	2
frontier orbital gap (alpha / beta)	8.115 / 7.569	eV
LUMO energy (alpha / beta)	3.924 / 3.367	eV
strongest force on any atom	0.0231	Eh/bohr
ΔE to the lowest compared entry with this formula, charge and spin	0.0	kJ/mol

(6)
This record from the OMol25 dataset describes one molecule with the formula C5H11NO2. The level of theory is the ωB97M-V functional and the def2-TZVPD basis.

CARTESIAN COORDINATES (ANGSTROEM)
O (-1.705, 3.330, 0.767)
H (0.313, 0.971, -1.845)
C (-0.176, -1.526, -0.478)
N (0.211, 0.730, -0.913)
H (-0.053, -3.711, -0.260)
H (1.027, -0.272, 0.712)
C (0.865, -0.445, -0.403)
H (-0.567, -1.596, -1.505)
H (0.745, 1.956, 0.862)
C (-1.311, 2.315, 0.183)
H (1.376, -3.439, 1.554)
H (-1.050, -1.269, 0.183)
C (0.080, 1.938, -0.116)
H (1.252, -3.093, -0.867)
H (-2.105, 1.636, -0.186)
H (0.674, 2.861, -0.564)
H (1.807, -0.666, -1.012)
C (0.547, -2.892, -0.142)
O (1.090, -2.685, 1.114)

HOMO	-8.858	eV
electronic energy	-402.2664	Eh
spin multiplicity	1
frontier orbital gap	9.635	eV
LUMO energy	0.777	eV
strongest force on any atom	0.0802	Eh/bohr
SMILES string	O=CCNCCCO
ΔE to the lowest compared entry with this formula, charge and spin	293.4	kJ/mol

(7)
This record from the OMol25 dataset describes a 3-piece molecular cluster, C5H11NO2 overall. The level of theory is the ωB97M-V functional and the def2-TZVPD basis.

CARTESIAN COORDINATES (ANGSTROEM)
H (-1.521, -2.410, 1.742)
C (-0.435, 2.038, 0.622)
C (-0.498, 0.837, -0.124)
H (-1.695, -0.712, -1.141)
H (-1.256, 2.709, 0.698)
C (0.696, 0.194, 0.042)
H (-1.739, 0.905, -1.856)
O (-0.640, -2.032, 1.874)
C (0.790, 2.086, 1.231)
O (1.645, -2.247, -2.341)
H (-0.110, -2.645, 1.348)
H (-2.630, 0.599, -0.493)
H (1.861, -1.485, -2.885)
C (-1.652, 0.339, -0.917)
H (1.059, 2.861, 1.927)
H (1.124, -1.980, -1.585)
H (2.361, 0.687, 1.229)
N (1.468, 0.972, 0.880)
H (1.173, -0.716, -0.254)

HOMO	-8.140	eV
electronic energy	-402.3263	Eh
spin multiplicity	1
frontier orbital gap	8.741	eV
LUMO energy	0.601	eV
strongest force on any atom	0.0360	Eh/bohr
SMILES string	Cc1cc[nH]c1.O.O
ΔE to the lowest compared entry with this formula, charge and spin	136.2	kJ/mol

(8)
This record from the OMol25 dataset describes a 2-piece molecular cluster, C5H11NO2 overall. The level of theory is the ωB97M-V functional and the def2-TZVPD basis.

CARTESIAN COORDINATES (ANGSTROEM)
H (0.602, -2.500, 0.036)
C (1.359, -0.465, -0.043)
C (-2.057, 0.500, 0.546)
C (1.235, 0.720, -0.957)
H (-2.308, 0.989, -0.408)
H (1.031, -0.110, 0.934)
H (-0.090, 1.886, 1.659)
H (-1.298, -0.750, -1.460)
H (2.348, -0.906, 0.070)
H (-1.545, -2.248, -0.593)
O (1.150, 1.859, -0.570)
N (-1.436, -0.581, 0.627)
C (0.468, -1.612, -0.581)
H (1.347, 2.349, 1.430)
C (-1.054, -1.297, -0.529)
H (0.780, -1.782, -1.613)
O (0.621, 2.378, 2.064)
H (-2.353, 1.052, 1.437)
H (1.197, 0.518, -2.047)

HOMO	-9.955	eV
electronic energy	-402.3003	Eh
spin multiplicity	1
frontier orbital gap	10.704	eV
LUMO energy	0.749	eV
strongest force on any atom	0.0452	Eh/bohr
SMILES string	C=NCCCC=O.O
ΔE to the lowest compared entry with this formula, charge and spin	204.4	kJ/mol

> Among the records above, which one has the highest strongest force on any atom?

number 3